Here is a 2-piece molecular cluster, C11H14N2O overall in a non-equilibrium geometry from the OMol25 dataset. Energies are from ωB97M-V/def2-TZVPD.

```
! wB97M-V def2-TZVPD RIJCOSX def2/J DEFGRID3
* xyz 0 1
C -1.095 4.634 -2.021
C -1.197 3.156 -1.979
C -2.032 2.382 -2.775
C -2.117 1.007 -2.661
C -1.335 0.340 -1.701
O -1.374 -1.027 -1.868
C -0.485 1.040 -0.885
C -0.341 2.418 -1.129
H -1.677 5.099 -2.814
H -0.110 4.802 -2.513
H -1.301 5.236 -1.146
H -2.739 2.778 -3.507
H -2.764 0.377 -3.251
H -0.695 -1.438 -1.313
H 0.119 0.683 -0.059
H 0.454 3.028 -0.715
C 1.655 -0.510 3.598
C 1.728 -1.841 2.910
C 0.792 -2.835 3.005
N 0.995 -3.646 1.876
C 2.140 -3.154 1.283
N 2.596 -2.109 1.875
H 2.571 -0.326 4.168
H 0.849 -0.389 4.325
H 1.539 0.263 2.846
H 0.198 -3.214 3.811
H 0.699 -4.589 1.703
H 2.552 -3.747 0.481
*
```

SMILES: Cc1ccc(O)cc1.Cc1c[nH]cn1
Lowest unoccupied orbital energy: 0.6 eV
HOMO-LUMO gap: 0.32448 hartree
Largest force on an atom: 0.0516 Eh/bohr

Löwdin charges, unit e, in atom order: C -0.07; C -0.30; C -0.05; C -0.02; C -0.32; O 0.03; C -0.02; C -0.04; H 0.07; H 0.10; H 0.08; H 0.11; H 0.11; H 0.10; H 0.11; H 0.11; C -0.05; C -0.36; C -0.06; N 0.04; C -0.22; N 0.09; H 0.07; H 0.07; H 0.07; H 0.11; H 0.13; H 0.11

---

Here is one molecule with the formula C11H14N2O4 in a non-equilibrium geometry from the OMol25 dataset. Energies are from ωB97M-V/def2-TZVPD.

```
! wB97M-V def2-TZVPD RIJCOSX def2/J DEFGRID3
* xyz 0 1
C -1.555 0.425 -3.052
C -0.581 1.165 -2.144
C -0.016 2.422 -2.809
C 1.004 3.101 -1.895
C 2.095 2.114 -1.479
N 1.482 0.954 -0.860
C 1.617 0.786 0.468
O 2.388 1.448 1.147
C 0.818 -0.261 1.163
C 1.096 -0.784 2.410
C 0.042 -1.653 2.726
C -0.815 -1.591 1.651
N -2.035 -2.255 1.393
O -2.572 -2.047 0.325
O -2.450 -2.994 2.264
O -0.346 -0.750 0.711
C 0.594 0.257 -1.760
H -1.973 -0.437 -2.537
H -1.053 0.082 -3.955
H -2.373 1.080 -3.342
H -1.104 1.453 -1.226
H 0.465 2.144 -3.750
H -0.825 3.117 -3.041
H 1.461 3.952 -2.402
H 0.503 3.470 -0.998
H 2.664 1.785 -2.354
H 2.775 2.564 -0.754
H 1.957 -0.552 3.001
H -0.092 -2.246 3.607
H 1.165 0.008 -2.662
H 0.234 -0.671 -1.323
*
```

SMILES: C[C@@H]1CCCN(C(=O)c2ccc([N+](=O)[O-])o2)C1
Lowest unoccupied orbital energy: -0.9 eV
HOMO-LUMO gap: 0.31459 hartree
Largest force on an atom: 0.0321 Eh/bohr

Löwdin charges, unit e, in atom order: C -0.06; C -0.36; C -0.17; C -0.16; C -0.13; N -0.03; C -0.38; O 0.07; C -0.13; C 0.04; C 0.06; C -0.20; N -0.35; O 0.10; O 0.10; O 0.11; C -0.12; H 0.08; H 0.08; H 0.08; H 0.15; H 0.12; H 0.12; H 0.11; H 0.12; H 0.13; H 0.12; H 0.13; H 0.13; H 0.14; H 0.12

---

HOMO, record by record: -8.192 -9.432 eV